(1)
The following is a DFT calculation (ωB97M-V/def2-TZVPD) of a cluster of 8 separate species, C43H71N2O16S in total.

Geometry (Å):
1 C 4.84 -1.47 1.26
2 C 4.01 -2.59 0.47
3 C 2.85 -1.83 -0.31
4 C 1.91 -2.77 -1.20
5 C 0.38 -2.84 -0.70
6 C -0.61 -2.87 -1.90
7 C -1.51 -3.93 -2.38
8 C -1.75 -5.33 -1.76
9 C -2.61 -5.19 -0.44
10 C -4.08 -4.63 -0.71
11 O -2.01 -4.32 0.52
12 N -2.18 -3.51 -3.55
13 S -3.31 -4.43 -4.50
14 C -1.78 -2.21 -3.82
15 N -0.89 -1.87 -2.85
16 C -0.20 -0.59 -2.67
17 C -1.00 0.22 -1.54
18 O -2.34 -0.29 -1.51
19 C -3.20 0.58 -0.77
20 C -3.09 0.28 0.81
21 H 5.10 -1.84 2.29
22 H 5.80 -1.22 0.76
23 H 4.17 -0.58 1.39
24 H 4.74 -3.10 -0.20
25 H 3.63 -3.31 1.26
26 H 3.37 -1.09 -0.98
27 H 2.22 -1.27 0.44
28 H 2.34 -3.81 -1.14
29 H 1.95 -2.49 -2.29
30 H 0.12 -1.99 -0.02
31 H 0.32 -3.77 -0.06
32 H -0.80 -5.89 -1.61
33 H -2.38 -5.96 -2.45
34 H -2.66 -6.21 0.02
35 H -4.09 -3.57 -0.33
36 H -4.83 -5.18 -0.08
37 H -4.32 -4.60 -1.80
38 H -2.53 -4.26 1.33
39 H -4.49 -3.72 -4.48
40 H -2.08 -1.54 -4.64
41 H 0.86 -0.70 -2.33
42 H -0.21 0.07 -3.58
43 H -0.56 0.03 -0.52
44 H -0.97 1.32 -1.81
45 H -4.26 0.30 -1.04
46 H -3.07 1.67 -1.01
47 H -2.16 -0.31 0.98
48 H -3.13 1.23 1.38
49 H -3.98 -0.34 1.12
50 O -1.40 3.37 0.39
51 C -0.43 4.03 0.10
52 O -0.48 5.35 -0.17
53 C 0.82 5.81 -0.58
54 C 1.79 4.79 0.00
55 C 0.98 3.52 -0.04
56 H 0.86 5.84 -1.67
57 H 1.00 6.81 -0.19
58 H 2.73 4.74 -0.55
59 H 2.02 5.05 1.04
60 H 1.08 3.00 -1.00
61 H 1.24 2.85 0.78
62 O 3.39 2.89 -1.62
63 C 4.58 3.05 -1.74
64 O 5.32 3.81 -0.90
65 C 6.67 3.89 -1.38
66 C 6.85 2.67 -2.27
67 C 5.45 2.49 -2.84
68 H 6.80 4.82 -1.93
69 H 7.36 3.88 -0.54
70 H 7.62 2.80 -3.03
71 H 7.11 1.80 -1.66
72 H 5.30 3.08 -3.74
73 H 5.22 1.44 -3.02
74 O 9.02 6.30 -3.13
75 C 9.87 5.58 -2.70
76 O 9.65 4.29 -2.32
77 C 10.86 3.74 -1.76
78 C 11.98 4.59 -2.32
79 C 11.32 5.95 -2.47
80 H 10.79 3.80 -0.67
81 H 10.95 2.70 -2.05
82 H 12.87 4.60 -1.69
83 H 12.27 4.22 -3.31
84 H 11.38 6.54 -1.55
85 H 11.72 6.51 -3.31
86 O -10.75 0.72 -1.74
87 C -9.57 0.85 -1.89
88 O -8.78 1.61 -1.07
89 C -7.44 1.64 -1.59
90 C -7.32 0.41 -2.46
91 C -8.73 0.26 -3.00
92 H -7.31 2.57 -2.15
93 H -6.74 1.63 -0.76
94 H -6.56 0.51 -3.24
95 H -7.07 -0.45 -1.85
96 H -8.89 0.84 -3.91
97 H -8.99 -0.78 -3.17
98 O 3.46 -5.37 2.02
99 C 2.33 -5.60 2.32
100 O 1.45 -6.19 1.47
101 C 0.16 -6.22 2.08
102 C 0.40 -6.11 3.57
103 C 1.66 -5.25 3.62
104 H -0.41 -5.38 1.69
105 H -0.35 -7.15 1.81
106 H -0.44 -5.69 4.12
107 H 0.61 -7.10 3.99
108 H 1.42 -4.19 3.62
109 H 2.28 -5.50 4.47
110 O -13.01 4.74 3.39
111 C -12.56 4.22 2.40
112 O -12.56 2.87 2.20
113 C -11.86 2.58 0.98
114 C -11.92 3.85 0.17
115 C -11.90 4.92 1.24
116 H -10.83 2.29 1.22
117 H -12.35 1.75 0.47
118 H -11.10 3.94 -0.55
119 H -12.86 3.90 -0.39
120 H -10.89 5.20 1.53
121 H -12.47 5.80 0.95
122 O 1.74 -3.61 5.67
123 C 2.57 -2.94 6.21
124 O 2.82 -2.97 7.54
125 C 3.80 -1.97 7.87
126 C 4.54 -1.70 6.58
127 C 3.46 -1.92 5.53
128 H 3.28 -1.09 8.25
129 H 4.45 -2.35 8.65
130 H 4.99 -0.71 6.54
131 H 5.34 -2.44 6.45
132 H 2.88 -1.02 5.34
133 H 3.88 -2.32 4.61

Output
lowest unoccupied orbital energy	-2.65	eV
E	-92311.300	eV
Kohn-Sham gap	8.15	eV
charge	+1
E_HOMO	-10.8	eV

(2)
The following is a DFT calculation (ωB97M-V/def2-TZVPD) of a structure of composition C34H35IrN3O4S3.

Geometry (Å):
1 Ir 0.03 0.21 -0.39
2 S 0.18 -2.03 0.34
3 C 0.46 -2.96 -1.11
4 C 0.68 -4.34 -0.99
5 C 0.95 -5.11 -2.10
6 C 1.00 -4.51 -3.36
7 C 0.77 -3.16 -3.49
8 C 0.49 -2.37 -2.36
9 S 0.17 -0.67 -2.61
10 H 0.62 -4.79 0.00
11 H 1.12 -6.17 -1.99
12 H 1.22 -5.11 -4.23
13 H 0.78 -2.69 -4.46
14 O 0.82 6.83 1.70
15 C 1.50 6.35 0.56
16 C 0.96 4.99 0.21
17 C 1.06 4.49 -1.08
18 C 0.57 3.23 -1.36
19 N -0.02 2.47 -0.44
20 C -0.15 2.96 0.81
21 C 0.35 4.20 1.17
22 C -0.86 2.10 1.78
23 C -1.74 2.64 2.70
24 C -2.41 1.79 3.57
25 C -3.33 2.36 4.63
26 O -2.59 2.95 5.68
27 C -2.14 0.43 3.49
28 C -1.25 -0.03 2.54
29 N -0.63 0.78 1.69
30 H 1.21 7.66 1.98
31 H 2.58 6.26 0.75
32 H 1.37 7.02 -0.30
33 H 1.51 5.08 -1.87
34 H 0.60 2.83 -2.36
35 H 0.25 4.55 2.19
36 H -1.91 3.71 2.72
37 H -4.00 1.58 5.00
38 H -3.93 3.17 4.21
39 H -2.06 2.28 6.11
40 H -2.62 -0.26 4.17
41 H -1.01 -1.08 2.46
42 C -4.96 1.78 0.40
43 N -3.70 1.37 -0.22
44 C -3.11 2.32 -1.14
45 C -3.19 0.14 -0.10
46 C -3.94 -0.92 0.65
47 O -2.12 -0.19 -0.66
48 H -5.03 2.86 0.33
49 H -4.99 1.51 1.45
50 H -5.82 1.34 -0.11
51 H -2.92 3.27 -0.63
52 H -3.79 2.50 -1.97
53 H -2.17 1.93 -1.52
54 H -4.76 -0.55 1.26
55 H -3.23 -1.47 1.27
56 H -4.34 -1.63 -0.08
57 O 2.14 0.71 -0.48
58 S 3.43 0.05 -0.92
59 C 4.64 0.78 0.17
60 C 5.71 -0.01 0.59
61 C 6.67 0.55 1.42
62 C 6.54 1.87 1.83
63 C 5.46 2.64 1.42
64 C 4.50 2.09 0.59
65 C 3.94 0.90 -2.43
66 C 2.97 1.40 -3.27
67 C 3.34 2.04 -4.44
68 C 4.69 2.17 -4.76
69 C 5.66 1.64 -3.92
70 C 5.29 0.99 -2.75
71 H 5.79 -1.04 0.26
72 H 7.51 -0.05 1.75
73 H 7.29 2.30 2.49
74 H 5.37 3.67 1.74
75 H 3.64 2.66 0.26
76 H 1.93 1.27 -3.01
77 H 2.58 2.42 -5.12
78 H 4.98 2.67 -5.68
79 H 6.70 1.74 -4.17
80 H 6.05 0.58 -2.11

Output
lowest unoccupied orbital energy	-3.03	eV
E	-83826.675	eV
Kohn-Sham gap	5.85	eV
charge	+1
energy above the lowest of the compared OMol25 structures with the same formula, charge and spin	17.5	kcal per mole
E_HOMO	-8.9	eV

(3)
The following is a DFT calculation (ωB97M-V/def2-TZVPD) of a structure of composition C37H46N3O2S6ScSi2Te.

Geometry (Å):
1 Sc -1.33 0.52 -1.54
2 S 1.13 -0.27 -1.82
3 C 1.80 1.24 -2.55
4 C 3.10 1.70 -2.14
5 C 3.70 2.80 -2.79
6 C 3.06 3.33 -3.91
7 C 1.78 2.94 -4.31
8 C 1.15 1.95 -3.56
9 S -0.56 1.70 -3.92
10 C -0.37 0.00 -4.62
11 C -1.70 -0.60 -4.42
12 C -2.56 -1.07 -5.49
13 C -3.67 -1.89 -5.22
14 C -3.95 -2.15 -3.90
15 C -3.10 -1.69 -2.89
16 C -3.29 -2.27 -1.46
17 S -1.59 -2.18 -0.70
18 C -1.89 -2.35 0.98
19 C -2.24 -3.58 1.53
20 C -2.28 -3.77 2.90
21 C -2.20 -2.61 3.75
22 C -2.04 -1.35 3.21
23 C -1.81 -1.17 1.80
24 S -1.37 0.37 1.20
25 N -2.08 -0.79 -3.16
26 H 3.55 1.13 -1.32
27 H 4.62 3.22 -2.43
28 H 3.64 4.00 -4.50
29 H 1.39 3.37 -5.24
30 H 0.54 -0.54 -4.25
31 H -0.24 0.27 -5.72
32 H -2.35 -0.79 -6.51
33 H -4.29 -2.39 -5.96
34 H -4.83 -2.73 -3.59
35 H -3.64 -3.31 -1.52
36 H -4.08 -1.73 -0.98
37 H -2.47 -4.45 0.87
38 H -2.46 -4.73 3.30
39 H -2.21 -2.67 4.83
40 H -2.14 -0.50 3.86
41 O -3.35 5.74 -0.31
42 C -2.07 5.99 -0.79
43 C -1.61 7.27 -0.97
44 C -0.25 7.45 -1.09
45 C 0.60 6.35 -0.85
46 C 0.10 5.06 -0.96
47 C -1.26 4.88 -1.05
48 C -1.77 3.51 -1.13
49 O -0.91 2.52 -1.13
50 N -3.07 3.21 -1.25
51 N -3.30 2.00 -1.77
52 C -4.66 1.95 -1.99
53 S -5.47 0.82 -2.94
54 C -7.19 1.20 -2.52
55 C -7.24 2.55 -1.87
56 S -5.64 3.13 -1.20
57 H -3.62 6.49 0.30
58 H -2.27 8.10 -0.98
59 H 0.21 8.43 -1.27
60 H 1.62 6.59 -0.63
61 H 0.70 4.17 -1.00
62 H -7.55 0.42 -1.90
63 H -7.75 1.11 -3.50
64 H -7.92 2.39 -0.99
65 H -7.70 3.31 -2.48
66 C 4.32 0.67 5.68
67 Si 2.65 -0.02 5.12
68 C 1.98 -1.13 6.52
69 C 1.73 1.51 4.55
70 C 2.82 -1.31 3.68
71 Te 4.62 -1.67 2.50
72 C 4.90 -3.80 2.87
73 Si 4.55 -4.83 1.28
74 C 6.06 -5.86 0.76
75 C 3.28 -6.10 1.81
76 C 3.80 -3.71 0.04
77 H 4.27 0.86 6.74
78 H 4.63 1.60 5.15
79 H 4.99 -0.23 5.48
80 H 1.89 -0.56 7.49
81 H 2.59 -2.01 6.74
82 H 0.96 -1.45 6.23
83 H 1.35 2.11 5.32
84 H 0.95 1.31 3.74
85 H 2.59 2.08 4.12
86 H 2.02 -1.01 2.96
87 H 2.61 -2.31 4.03
88 H 4.29 -4.24 3.61
89 H 5.94 -3.83 3.12
90 H 6.59 -6.52 1.51
91 H 6.86 -5.24 0.31
92 H 5.67 -6.54 0.01
93 H 3.57 -6.62 2.71
94 H 3.08 -6.84 1.07
95 H 2.28 -5.63 1.99
96 H 4.45 -2.86 -0.28
97 H 2.86 -3.16 0.39
98 H 3.52 -4.32 -0.82

Output
lowest unoccupied orbital energy	-0.52	eV
E	-156443.166	eV
Kohn-Sham gap	6.29	eV
charge	0
energy above the lowest of the compared OMol25 structures with the same formula, charge and spin	0.0	kcal per mole
E_HOMO	-6.8	eV

(4)
The following is a DFT calculation (ωB97M-V/def2-TZVPD) of a cluster of 2 separate species, C6H13NO2 in total.

Geometry (Å):
1 C -1.08 -0.76 -0.31
2 C 1.00 2.05 2.35
3 C 1.15 -0.25 -1.08
4 C 0.52 -2.51 -0.69
5 N 0.06 -1.20 -1.11
6 C -1.54 0.55 -0.76
7 C -2.04 1.57 -1.16
8 O 0.07 1.85 1.32
9 O -2.13 -1.69 -0.41
10 H -2.37 -1.76 -1.34
11 H -0.84 -0.70 0.77
12 H 1.39 1.07 2.61
13 H 1.84 2.69 2.03
14 H 0.54 2.49 3.24
15 H 1.57 -0.11 -0.07
16 H 1.93 -0.60 -1.75
17 H -0.33 -3.20 -0.66
18 H 1.24 -2.88 -1.41
19 H 0.99 -2.49 0.31
20 H 0.78 0.72 -1.44
21 H -2.43 2.48 -1.50
22 H -0.32 2.70 1.07

Output
lowest unoccupied orbital energy	0.79	eV
E	-12014.907	eV
Kohn-Sham gap	9.58	eV
charge	0
energy above the lowest of the compared OMol25 structures with the same formula, charge and spin	88.1	kcal per mole
E_HOMO	-8.8	eV

(5)
The following is a DFT calculation (ωB97M-V/def2-TZVPD) of the ion HO6S3 with charge -1.

Geometry (Å):
1 O -2.60 0.12 1.25
2 O -2.90 0.78 -1.08
3 O -1.18 -0.88 -0.51
4 O 1.48 -1.81 0.59
5 O 2.70 -0.07 -0.67
6 O 0.65 0.48 0.61
7 S -0.39 1.65 0.09
8 S -2.02 0.26 -0.06
9 S 1.19 -0.80 -0.38
10 H 3.06 0.25 0.16

Output
lowest unoccupied orbital energy	3.22	eV
E	-44807.864	eV
Kohn-Sham gap	8.61	eV
charge	-1
energy above the lowest of the compared OMol25 structures with the same formula, charge and spin	0.0	kcal per mole
E_HOMO	-5.4	eV

(6)
The following is a DFT calculation (ωB97M-V/def2-TZVPD) of a structure of composition C4H5NO.

Geometry (Å):
1 C 0.44 1.22 0.27
2 C 2.36 1.05 -0.27
3 C -0.88 0.94 0.16
4 C -2.16 0.59 0.23
5 N 2.68 -1.32 0.46
6 O 3.09 0.12 -0.13
7 H 0.83 1.96 0.98
8 H -2.55 -0.26 0.87
9 H -2.77 1.05 -0.52
10 H 3.57 -1.59 0.70
11 H 2.51 -1.86 -0.35

Output
lowest unoccupied orbital energy (spin up / spin down)	-0.17 / -0.17	eV
E	-7757.852	eV
Kohn-Sham gap (spin up / spin down)	7.84 / 7.85	eV
charge	0
energy above the lowest of the compared OMol25 structures with the same formula, charge and spin	200.0	kcal per mole
E_HOMO (spin up / spin down)	-8.0 / -8.0	eV

Question: Among the records above, which one has the lowest E?
Answer: C37H46N3O2S6ScSi2Te